[1]
Below is C22H45AlN2P3S as an isolated structure at a distorted geometry, with properties calculated with ωB97M-V/def2-TZVPD.

```
! RIJCOSX wB97M-V def2-TZVPD def2/J DEFGRID3
* xyz 3 1
Al -0.03 0.10 0.12
P -0.72 -2.76 -1.37
P 2.05 -1.21 0.59
P -2.37 0.88 -0.28
H 5.20 1.35 -0.79
C 4.44 2.13 -0.94
C 4.05 2.98 0.02
H 4.45 2.96 1.04
C -0.26 -3.09 -3.13
C -0.37 -4.41 -0.66
C -2.55 -2.83 -1.54
C 3.21 -0.16 1.55
C 1.93 -2.70 1.63
C 3.02 -1.72 -0.86
C -2.34 2.61 0.32
C -3.68 0.08 0.70
C -3.17 1.05 -1.91
H 4.04 2.22 -1.96
H 3.35 3.79 -0.20
H -0.54 -4.13 -3.38
H 0.82 -2.96 -3.26
H -0.78 -2.40 -3.80
H -0.86 -5.18 -1.27
H -0.74 -4.47 0.37
H 0.72 -4.59 -0.66
H -2.83 -3.74 -2.09
H -2.92 -1.95 -2.08
H -3.02 -2.86 -0.54
H 4.10 -0.75 1.81
H 2.70 0.16 2.46
H 3.50 0.72 0.97
H 2.94 -3.06 1.86
H 1.37 -3.48 1.11
H 1.42 -2.45 2.57
H 3.99 -2.12 -0.53
H 3.19 -0.84 -1.50
H 2.48 -2.48 -1.43
H -3.24 3.12 -0.07
H -1.44 3.12 -0.05
H -2.35 2.64 1.42
H -4.64 0.59 0.50
H -3.46 0.13 1.77
H -3.78 -0.98 0.41
H -3.82 1.93 -1.87
H -3.77 0.15 -2.13
H -2.43 1.18 -2.70
C 0.35 1.77 -2.71
C 0.09 2.19 -4.04
C 0.22 3.53 -4.38
C 0.56 4.49 -3.41
C 0.87 4.06 -2.12
C 0.82 2.71 -1.79
S 0.06 0.09 -2.27
H 0.92 1.18 0.79
H -0.21 1.44 -4.77
H 0.04 3.84 -5.41
H 0.59 5.55 -3.66
H 1.16 4.78 -1.35
H 1.15 2.37 -0.81
C -0.40 1.48 5.35
C -0.65 0.58 4.21
C -1.06 -0.74 4.21
C -1.13 -1.16 2.88
N -0.73 -0.13 2.08
N -0.50 0.92 2.92
C -1.55 -2.50 2.42
H -1.33 1.96 5.69
H -0.02 0.88 6.19
H 0.33 2.27 5.12
H -1.29 -1.34 5.08
H -0.15 1.81 2.55
H -0.69 -3.17 2.28
H -2.17 -2.95 3.22
H -2.15 -2.47 1.50
*
```

## Properties
- HOMO level (alpha / beta): -17.146 / -17.134 eV
- Energy above the lowest of the compared OMol25 structures with the same formula, charge and spin: 0.0000 eV
- Maximum force: 0.057 Eh/bohr

Mulliken charges in e: Al 0.36; P 0.84; P 1.11; P 1.37; H 0.36; C -0.49; C -0.58; H 0.34; C -1.32; C -1.42; C -1.15; C -0.97; C -1.20; C -1.10; C -1.44; C -1.17; C -1.37; H 0.25; H 0.23; H 0.51; H 0.36; H 0.45; H 0.57; H 0.36; H 0.42; H 0.59; H 0.18; H 0.27; H 0.55; H 0.34; H -0.16; H 0.53; H 0.15; H 0.39; H 0.51; H 0.28; H 0.27; H 0.54; H 0.27; H 0.37; H 0.51; H 0.32; H 0.31; H 0.53; H 0.41; H 0.31; C 0.55; C -0.55; C -0.63; C -0.55; C -0.71; C -0.54; S 0.26; H -0.65; H 0.51; H 0.44; H 0.45; H 0.48; H 0.31; C -1.36; C 0.38; C -1.02; C -0.18; N 1.22; N -0.03; C -0.32; H 0.29; H 0.39; H 0.38; H 0.60; H 0.11; H 0.06; H 0.51; H -0.20


[2]
Below is C22H45BBeFN3O14Pb as an isolated structure at a distorted geometry, with properties calculated with ωB97M-V/def2-TZVPD.

```
! RIJCOSX wB97M-V def2-TZVPD def2/J DEFGRID3
* xyz 1 2
Be 1.09 -1.26 0.92
Pb -1.21 3.27 1.04
O -3.36 -2.81 -0.25
C -3.15 -2.07 -1.15
O -4.02 -1.61 -1.97
B -3.48 -0.49 -2.83
O -2.18 -0.26 -2.19
C -2.01 -1.08 -1.23
O -1.05 -1.07 -0.51
O -4.24 0.73 -2.82
C -4.69 1.02 -4.00
O -5.39 1.98 -4.43
C -4.03 -0.05 -5.02
O -3.39 -0.96 -4.22
O -3.92 0.06 -6.19
F 0.24 1.11 1.05
C 1.82 -4.52 2.32
O 1.55 -3.71 1.20
C 1.48 -4.45 0.00
C 1.15 -3.53 -1.20
N 1.99 -2.36 -1.23
C 1.84 -1.55 -2.47
C 2.58 -0.24 -2.24
O 2.12 0.29 -1.06
C 2.92 1.29 -0.51
H 0.98 -5.14 2.66
H 1.96 -3.82 3.14
H 2.67 -5.17 2.10
H 0.79 -5.29 0.09
H 2.43 -4.96 -0.18
H 0.12 -3.21 -1.05
H 1.11 -4.09 -2.14
H 2.94 -2.70 -1.13
H 0.85 -1.23 -2.79
H 2.29 -2.10 -3.29
H 2.40 0.58 -2.94
H 3.66 -0.40 -2.28
H 2.37 2.21 -0.73
H 3.94 1.30 -0.89
H 2.96 1.06 0.55
C 4.68 -1.94 0.92
O 3.60 -1.30 1.58
C 3.87 -0.99 2.95
C 2.75 -0.46 3.75
N 1.59 -1.34 3.50
C 0.44 -0.71 4.07
C -0.84 -1.67 3.90
O -0.88 -2.24 2.56
C -1.56 -3.57 2.53
H 4.66 -3.02 0.79
H 5.65 -1.53 1.20
H 4.66 -1.58 -0.11
H 4.74 -0.36 3.16
H 4.17 -1.91 3.46
H 2.52 0.56 3.43
H 2.89 -0.32 4.82
H 1.84 -2.03 4.19
H 0.18 0.23 3.58
H 0.59 -0.51 5.13
H -1.80 -1.15 3.93
H -0.87 -2.35 4.75
H -1.14 -4.35 3.17
H -1.65 -3.95 1.51
H -2.54 -3.58 3.01
C 1.13 5.94 -0.39
O 0.36 4.76 -0.51
C 0.39 4.10 -1.87
C -0.24 2.74 -1.97
N -1.55 2.57 -1.35
C -2.54 3.51 -1.84
C -3.87 3.50 -1.10
O -3.82 3.68 0.31
C -5.15 3.98 0.93
H 1.30 6.23 0.65
H 0.55 6.72 -0.89
H 2.11 5.87 -0.85
H 1.44 4.06 -2.17
H -0.03 4.86 -2.52
H 0.53 2.12 -1.50
H -0.31 2.35 -2.99
H -1.85 1.64 -1.60
H -2.66 3.32 -2.91
H -2.14 4.52 -1.81
H -4.44 2.60 -1.35
H -4.42 4.35 -1.50
H -5.57 2.98 0.87
H -5.82 4.70 0.46
H -5.08 4.17 2.00
*
```

## Properties
- HOMO level (alpha / beta): -7.221 / -11.432 eV
- Maximum force: 0.114 Eh/bohr

Mulliken charges in e: Be 0.84; Pb 1.11; O -0.55; C 0.26; O -0.71; B 0.73; O -0.62; C 0.61; O -0.22; O -0.12; C 0.52; O -0.63; C 0.47; O -0.43; O -0.51; F -0.51; C -0.98; O 0.56; C -1.28; C -0.45; N -0.10; C -0.77; C -0.83; O 0.41; C -0.19; H 0.30; H 0.01; H 0.39; H 0.45; H 0.46; H -0.06; H 0.59; H 0.13; H 0.13; H 0.52; H 0.31; H 0.45; H -0.34; H 0.51; H -0.20; C -0.95; O 0.15; C -0.92; C -1.01; N -0.14; C -0.86; C -0.94; O 0.09; C -0.99; H 0.30; H 0.40; H 0.13; H 0.53; H 0.49; H 0.30; H 0.53; H 0.36; H 0.20; H 0.57; H 0.42; H 0.43; H 0.34; H 0.21; H 0.38; C -0.92; O -0.24; C -1.04; C 0.90; N 0.57; C -0.81; C -0.67; O -0.25; C -0.88; H 0.29; H 0.33; H 0.32; H 0.66; H 0.60; H -1.25; H 0.64; H -0.33; H 0.45; H 0.56; H 0.48; H 0.40; H 0.35; H 0.31; H 0.30


[3]
Below is a 3-piece molecular cluster, C22H45Br2F3NO4Si4 overall at a distorted geometry, with properties calculated with ωB97M-V/def2-TZVPD.

```
! RIJCOSX wB97M-V def2-TZVPD def2/J DEFGRID3
* xyz 1 1
O 5.36 1.93 1.94
C 6.01 2.24 0.98
O 7.05 1.49 0.53
C 5.73 3.53 0.20
C 6.59 4.62 0.35
C 6.32 5.78 -0.33
N 5.27 5.87 -1.14
C 4.44 4.83 -1.31
C 4.60 3.64 -0.65
C 3.62 2.48 -0.81
C 2.17 3.00 -1.04
C 1.07 2.10 -0.48
F -0.08 2.48 -1.12
Br 1.34 0.22 -0.96
C 0.83 2.20 1.08
F -0.44 2.60 1.25
F 0.93 1.02 1.70
Br 1.98 3.46 2.03
H 7.52 2.02 -0.13
H 7.46 4.58 1.00
H 6.97 6.65 -0.19
H 5.07 6.71 -1.67
H 3.59 4.91 -1.99
H 3.70 1.74 0.00
H 3.95 1.97 -1.73
H 2.04 4.05 -0.73
H 2.02 3.02 -2.13
O -2.60 -0.06 -5.39
Si -2.05 0.18 -3.86
C -2.19 -1.39 -2.85
C -3.03 1.53 -3.01
C -0.25 0.70 -3.89
Si -3.99 -0.51 -6.18
C -3.71 -0.53 -8.02
C -5.37 0.70 -5.80
C -4.53 -2.22 -5.64
H -3.23 -1.67 -2.71
H -1.74 -1.25 -1.86
H -1.67 -2.21 -3.34
H -3.03 2.44 -3.60
H -2.61 1.75 -2.02
H -4.07 1.22 -2.87
H -0.12 1.63 -4.45
H 0.37 -0.07 -4.35
H 0.11 0.86 -2.87
H -3.42 0.45 -8.39
H -4.63 -0.83 -8.54
H -2.93 -1.24 -8.29
H -5.64 0.67 -4.74
H -6.26 0.45 -6.38
H -5.07 1.72 -6.05
H -4.80 -2.23 -4.58
H -3.72 -2.94 -5.79
H -5.39 -2.55 -6.22
O -1.07 -2.77 5.68
Si -1.01 -4.40 5.89
C 0.77 -4.99 5.90
C -1.92 -5.28 4.51
C -1.79 -4.89 7.52
Si -0.63 -1.62 4.58
C -1.12 0.08 5.18
C -1.46 -1.93 2.93
C 1.23 -1.64 4.32
H 1.24 -4.83 4.93
H 0.82 -6.06 6.13
H 1.35 -4.46 6.66
H -2.94 -4.92 4.43
H -1.95 -6.36 4.70
H -1.42 -5.12 3.55
H -2.84 -4.58 7.55
H -1.28 -4.42 8.36
H -1.75 -5.97 7.65
H -2.20 0.15 5.32
H -0.82 0.84 4.45
H -0.63 0.32 6.13
H -1.13 -2.87 2.50
H -1.23 -1.12 2.23
H -2.55 -1.98 3.05
H 1.55 -2.58 3.87
H 1.75 -1.52 5.28
H 1.53 -0.82 3.66
*
```

## Properties
- HOMO level: -11.214 eV
- Maximum force: 0.027 Eh/bohr

Mulliken charges in e: O -0.43; C 0.45; O -0.42; C -0.13; C -0.26; C -0.49; N 0.02; C -0.61; C 0.44; C -0.49; C -1.68; C 0.19; F -0.28; Br -0.07; C 0.63; F -0.21; F -0.15; Br -0.09; H 0.39; H 0.51; H 0.41; H 0.31; H 0.53; H 0.65; H 0.41; H 0.76; H 0.54; O -0.52; Si 0.45; C -0.97; C -1.01; C -0.06; Si 0.43; C -1.04; C -1.01; C -1.01; H 0.31; H 0.36; H 0.29; H 0.30; H 0.38; H 0.34; H 0.31; H 0.41; H -0.73; H 0.28; H 0.30; H 0.28; H 0.30; H 0.39; H 0.28; H 0.30; H 0.28; H 0.39; O -0.46; Si 0.41; C -1.00; C -1.00; C -1.03; Si 0.52; C -0.92; C -0.86; C -0.79; H 0.29; H 0.39; H 0.28; H 0.28; H 0.39; H 0.29; H 0.29; H 0.29; H 0.30; H 0.29; H 0.21; H 0.29; H 0.28; H 0.25; H 0.29; H 0.28; H 0.28; H 0.20